Entry 1:
Here is C23H33CoN2O4S3 as an isolated structure in a non-equilibrium geometry from the Open Molecules 2025 dataset. Energies are from ωB97M-V with the def2-TZVPD basis set.

Output
**2S+1**: 5
**Orbital gap (spin up / spin down)**: 9.3043 / 7.6336 eV
**HOMO (spin up / spin down)**: -0.516 / -0.533 hartree
**Net charge**: +2

Structure (XYZ):
```
66
Properties=species:S:1:pos:R:3:forces:R:3:mulliken_spin:R:1
Co -0.2683 -1.6481 -1.1369 0.47 0.46 0.50 2.7527
O 1.6554 -1.7264 -1.2430 0.10 0.16 -0.13 0.0463
S 3.0880 -1.6267 -0.7174 -0.02 -0.05 0.02 0.0061
C 3.1717 -0.3182 0.5938 0.01 -0.06 -0.10 0.0094
C 1.8483 0.3484 0.9666 0.07 0.11 0.20 0.0131
C 1.3755 0.1647 2.4100 0.11 -0.10 -0.03 -0.0113
C 1.0384 -1.2580 2.8475 -0.03 0.09 -0.15 -0.0007
S -0.5066 -2.0065 2.2665 0.04 -0.12 0.11 0.0111
O -0.3603 -2.1933 0.7570 -0.18 0.16 -0.04 0.0303
C -1.6981 -0.7043 2.5263 -0.01 -0.01 -0.22 -0.0005
C -1.7228 0.0168 3.7157 0.07 -0.07 0.09 -0.0017
C -2.7200 0.9602 3.9076 -0.02 0.00 0.03 0.0012
C -3.6907 1.1608 2.9314 0.01 0.00 -0.02 -0.0014
C -3.6757 0.4095 1.7642 -0.03 -0.02 -0.01 -0.0003
C -2.6775 -0.5344 1.5570 0.02 0.04 0.04 0.0086
C 3.3503 -3.0883 0.2647 0.00 0.10 0.04 0.0010
C 2.3772 -4.0629 0.3916 0.01 -0.01 0.00 0.0041
C 2.6547 -5.1793 1.1711 0.04 -0.02 0.02 -0.0006
C 3.8896 -5.3092 1.7922 0.00 0.01 -0.01 -0.0001
C 4.8692 -4.3361 1.6205 0.01 -0.03 0.00 0.0005
C 4.6067 -3.2184 0.8455 0.08 0.03 0.02 0.0002
H 3.8596 0.4103 0.1659 0.01 -0.04 0.01 -0.0006
H 3.6727 -0.7914 1.4391 -0.04 0.00 -0.01 0.0004
H 1.0683 0.0220 0.3001 -0.31 -0.12 -0.32 0.0027
H 1.9495 1.4203 0.7838 0.01 -0.03 0.04 -0.0108
H 0.5032 0.8003 2.5565 -0.02 0.06 0.06 0.0079
H 2.1447 0.5365 3.0906 0.01 -0.01 0.02 0.0005
H 0.9732 -1.3313 3.9375 0.00 -0.04 -0.08 0.0000
H 1.7801 -1.9952 2.5205 0.01 0.01 0.07 0.0005
H -0.9886 -0.1621 4.4959 -0.07 0.07 -0.09 -0.0003
H -2.7476 1.5297 4.8290 0.00 -0.04 -0.06 0.0000
H -4.4724 1.8926 3.0926 0.02 -0.04 0.00 0.0001
H -4.4542 0.5380 1.0202 0.08 0.01 0.05 0.0014
H -2.6762 -1.1464 0.6629 0.00 0.03 0.02 -0.0041
H 1.4303 -3.9660 -0.1165 -0.05 0.01 0.04 0.0098
H 1.9062 -5.9529 1.2816 0.02 0.01 0.00 0.0001
H 4.1000 -6.1809 2.3986 -0.01 0.02 -0.04 0.0000
H 5.8438 -4.4555 2.0756 -0.04 0.00 0.00 0.0000
H 5.3792 -2.4689 0.6874 -0.08 -0.09 0.03 -0.0001
C -3.9136 -1.8569 -3.2359 0.02 0.01 -0.03 0.0348
C -2.7808 -1.0830 -2.6382 0.61 -0.34 0.24 -0.0260
O -2.8470 0.1604 -2.5733 -0.38 -0.11 -0.41 0.2762
O -1.7770 -1.7740 -2.1937 -1.05 -0.08 -0.48 0.0694
H -4.6498 -1.1904 -3.6719 -0.02 0.01 0.00 -0.0001
H -4.3736 -2.4553 -2.4466 0.02 0.02 -0.03 0.0015
H -3.5269 -2.5464 -3.9853 0.01 0.01 0.02 0.0010
C 0.2445 4.6741 -1.2389 -0.07 -0.01 0.02 -0.0036
N -0.7032 3.5657 -1.0487 -0.01 0.14 0.19 0.0455
C -1.3428 3.5613 0.2767 0.12 -0.07 -0.08 0.0358
C -0.7978 2.5479 -1.9118 -0.02 -0.24 -0.03 0.0733
S -1.2451 0.9887 -1.2745 0.55 0.22 0.71 0.6116
N -0.5843 2.7160 -3.2088 0.06 0.02 -0.34 0.0168
C -0.3627 1.5915 -4.1351 -0.01 0.15 0.16 0.0090
C -0.7752 4.0130 -3.8827 -0.02 -0.11 0.01 -0.0037
H 0.8203 4.7844 -0.3204 -0.02 -0.02 0.03 0.0005
H -0.2732 5.6140 -1.4314 0.00 -0.03 -0.01 0.0025
H 0.9344 4.4662 -2.0494 -0.02 -0.06 -0.01 0.0010
H -1.6475 4.5807 0.5048 0.01 0.04 -0.04 0.0002
H -0.6440 3.2287 1.0495 0.00 0.00 -0.07 -0.0085
H -2.2187 2.9214 0.2909 0.00 -0.02 -0.07 -0.0113
H 0.1320 0.7683 -3.6308 0.04 0.01 0.08 -0.0021
H 0.2736 1.9429 -4.9455 -0.02 0.01 0.04 0.0001
H -1.3075 1.2401 -4.5438 -0.08 0.04 -0.02 -0.0021
H -1.3595 4.6873 -3.2650 0.01 -0.04 0.06 0.0008
H -1.3273 3.8290 -4.8011 -0.04 -0.04 -0.02 0.0001
H 0.1762 4.4748 -4.1421 0.01 0.00 0.01 0.0018
```
Positions in Å, forces in eV/Å.

=====

Entry 2:
Here is a 2-piece molecular cluster, C3H10S overall in a non-equilibrium geometry from the Open Molecules 2025 dataset. Energies are from ωB97M-V with the def2-TZVPD basis set.

Output
**2S+1**: 1
**SMILES**: CCC.S
**Orbital gap**: 10.6256 eV
**HOMO**: -0.361 hartree

Structure (XYZ):
```
14
Properties=species:S:1:pos:R:3:forces:R:3:nbo_charge:R:1
C -1.3655 -1.2659 0.9384 2.02 0.21 0.67 -0.6150
C -2.1586 -0.1665 0.2409 1.20 -0.84 0.37 -0.4031
C -1.3246 1.0306 -0.2090 -0.68 0.31 -0.23 -0.6070
H -0.5182 -1.6498 0.3580 -0.68 -0.57 -0.62 0.2053
H -1.9435 -2.0407 1.4367 -0.23 -0.22 -0.56 0.2090
H -0.7143 -0.9013 1.7529 -0.65 0.64 0.16 0.1989
H -2.8163 0.1642 1.0181 -1.04 0.33 -0.01 0.1955
H -2.6603 -0.6382 -0.6024 -0.48 0.33 0.07 0.2006
H -2.0019 1.8864 -0.2381 0.17 0.22 0.11 0.2057
H -0.5064 1.2503 0.4732 0.01 0.00 0.04 0.2036
H -0.9479 0.9687 -1.2272 0.27 -0.37 0.01 0.2058
S 2.1623 0.1609 -0.4764 0.21 -0.18 -0.04 -0.2849
H 2.9664 -0.8465 -0.8529 -0.13 0.02 -0.05 0.1436
H 3.1194 0.6285 0.3309 -0.01 0.12 0.08 0.1421
```
Positions in Å, forces in eV/Å.

=====

Entry 3:
Here is C41H54N10O6PbS2Si2Te as an isolated structure from the Open Molecules 2025 dataset. Energies are from ωB97M-V with the def2-TZVPD basis set.

Output
**2S+1**: 1
**Orbital gap**: 6.8901 eV
**HOMO**: -0.265 hartree

Structure (XYZ):
```
117
Properties=species:S:1:pos:R:3:forces:R:3:lowdin_charge:R:1
Pb -1.1494 0.3962 0.6521 0.08 -0.10 0.37 1.4198
C -4.5920 -0.3631 4.0290 -0.02 -0.02 0.01 -0.0197
C -3.4099 -0.7739 3.2006 0.01 -0.01 -0.08 -0.2641
N -3.4283 -0.8782 1.9271 -0.07 0.10 -0.04 0.0232
N -4.5721 -0.5705 1.2605 -0.03 -0.09 0.13 -0.0081
C -4.6012 -0.5869 -0.1021 -0.07 0.09 -0.04 -0.8523
N -5.7491 -0.1361 -0.6345 0.03 -0.01 -0.02 0.1172
S -3.3647 -1.1343 -1.0773 0.05 -0.08 -0.09 0.6217
C -2.0862 -1.0203 3.8387 0.00 0.06 -0.03 -0.2512
C -1.7675 -0.4445 5.0609 0.00 -0.01 -0.01 -0.0187
C -0.4805 -0.6049 5.5590 0.00 0.00 -0.01 -0.0454
C 0.4315 -1.3427 4.8319 0.01 0.00 0.01 -0.0400
C 0.0146 -1.8898 3.6238 0.01 0.00 0.03 -0.1359
N -1.2054 -1.7354 3.1293 0.01 -0.03 -0.02 0.1060
H -5.4905 -0.8941 3.7074 0.00 0.00 -0.02 0.0856
H -4.4385 -0.5996 5.0778 0.00 0.01 0.00 0.0771
H -4.7786 0.7115 3.9455 0.00 0.01 0.00 0.1006
H -5.3223 -0.1051 1.7536 0.02 0.01 -0.02 0.1333
H -6.4463 0.3259 -0.0747 0.00 0.01 0.01 0.1140
H -5.7726 0.0210 -1.6331 0.00 0.00 0.00 0.0615
H -2.4887 0.1556 5.5979 0.00 -0.01 0.01 0.1069
H -0.1963 -0.1408 6.4943 0.00 0.00 0.00 0.1124
H 1.4555 -1.4699 5.1524 0.01 0.01 -0.01 0.1116
H 0.7108 -2.4603 3.0199 0.03 -0.01 -0.02 0.1053
N 6.0747 3.9509 -0.5513 0.03 0.02 -0.04 0.0973
C 5.2605 2.9780 0.0117 -0.03 -0.02 0.03 -0.3158
C 5.3489 2.6805 1.3748 -0.01 0.01 -0.03 -0.0261
C 4.5645 1.6867 1.9299 0.06 -0.01 0.06 -0.0614
C 3.6932 0.9672 1.1254 0.01 0.01 0.00 -0.2954
C 3.6040 1.2479 -0.2324 0.05 -0.02 0.00 -0.0906
C 4.3775 2.2469 -0.7876 0.02 -0.01 0.00 -0.0187
S 2.6538 -0.2768 1.8114 0.10 0.05 0.14 0.5853
O 3.2511 -0.7310 3.0438 -0.02 -0.09 -0.02 -0.3020
O 2.4745 -1.2692 0.7646 -0.13 0.20 0.14 -0.3850
N 1.2126 0.3727 2.0188 -0.02 -0.13 -0.18 -0.1856
C 1.0087 1.4721 2.7716 -0.03 0.01 0.03 -0.5055
N 1.9580 2.0323 3.5371 -0.02 0.02 0.03 0.1443
C 1.6299 3.1633 4.1461 -0.03 0.02 0.03 -0.1247
C 0.3901 3.7715 4.0289 -0.01 -0.02 -0.01 -0.0551
C -0.5350 3.1134 3.2332 0.00 0.02 0.11 -0.1220
N -0.2452 1.9706 2.6341 -0.05 0.05 -0.14 0.0406
H 6.4283 4.6484 0.0822 -0.01 0.00 0.00 0.0872
H 5.7550 4.3372 -1.4245 0.01 -0.01 0.02 0.0877
H 6.0392 3.2355 1.9990 0.01 0.01 0.00 0.1087
H 4.6174 1.4604 2.9870 -0.01 0.00 -0.06 0.1088
H 2.9199 0.6800 -0.8508 0.03 -0.02 -0.02 0.1074
H 4.2976 2.4640 -1.8466 0.00 0.00 0.00 0.1138
H 2.4067 3.6090 4.7602 0.01 0.02 0.00 0.1086
H 0.1610 4.7074 4.5144 0.00 0.01 0.01 0.0942
H -1.5241 3.5131 3.0449 -0.01 0.01 -0.02 0.1027
O -2.2386 4.0782 0.7333 0.03 0.03 -0.01 0.0316
C -2.8112 3.2428 0.0437 -0.09 -0.01 -0.01 -0.6226
O -2.8537 1.9755 0.2490 0.08 -0.01 0.03 -0.2532
C -3.5705 3.6945 -1.1899 0.03 0.04 -0.02 -0.1013
C -3.6274 5.0422 -1.5234 -0.02 -0.03 0.01 0.0025
C -4.3120 5.4622 -2.6560 -0.02 -0.01 -0.01 -0.0507
C -4.9557 4.5386 -3.4643 0.02 0.01 0.02 -0.0007
C -4.8901 3.2021 -3.1073 0.00 -0.01 -0.04 -0.1324
C -4.2014 2.7584 -1.9958 0.02 0.02 0.01 0.0610
N -5.5952 2.2172 -3.9432 -0.07 0.06 0.04 -0.3393
O -6.0336 2.5853 -5.0110 0.03 -0.02 -0.02 0.0883
O -5.7221 1.0833 -3.5092 0.00 -0.06 0.02 0.0456
H -3.1200 5.7464 -0.8780 0.01 0.01 0.01 0.1198
H -4.3487 6.5123 -2.9116 0.00 0.01 0.00 0.1074
H -5.4997 4.8337 -4.3487 0.00 0.00 -0.01 0.1176
H -4.1248 1.7084 -1.7572 0.00 -0.01 -0.01 0.0858
C 4.7970 -1.8062 -1.2262 0.02 -0.01 0.00 -0.1604
Si 3.5211 -3.1527 -1.4302 0.03 -0.02 0.12 0.4632
C 3.2477 -4.0673 0.1756 0.03 -0.11 -0.05 -0.1667
C 4.2054 -4.3995 -2.6675 -0.04 0.02 0.03 -0.1887
C 1.9779 -2.5342 -2.3758 -0.06 0.09 -0.16 -0.4545
Te -0.0007 -1.9686 -1.8326 -0.04 -0.02 -0.10 1.5934
C -0.0952 -2.8158 0.0927 0.07 0.12 0.04 -0.5095
Si -0.7320 -4.5991 0.0927 0.01 -0.05 0.01 0.4113
C -2.6008 -4.5836 0.1193 0.08 0.02 -0.05 -0.1806
C -0.1180 -5.5331 -1.4183 -0.07 -0.02 0.04 -0.1812
C -0.1136 -5.4030 1.6636 0.03 -0.03 -0.02 -0.1638
H 5.7831 -2.2750 -1.1787 0.04 0.00 0.00 0.0381
H 4.6470 -1.2300 -0.3150 0.00 -0.07 -0.07 0.0106
H 4.8056 -1.1117 -2.0687 0.00 0.00 -0.04 0.0388
H 4.2014 -4.5393 0.4307 0.00 -0.02 0.03 0.0455
H 2.5108 -4.8651 0.0862 -0.03 -0.07 -0.04 0.0048
H 2.9664 -3.4047 0.9904 0.05 -0.03 -0.04 0.0141
H 5.1580 -4.8032 -2.3183 0.01 0.00 0.01 0.0317
H 4.3780 -3.9458 -3.6462 0.00 0.02 0.00 0.0337
H 3.5201 -5.2393 -2.8067 -0.01 -0.02 -0.01 0.0265
H 1.7480 -3.3146 -3.1103 0.07 0.00 -0.03 -0.0013
H 2.3124 -1.6726 -2.9673 -0.04 0.03 0.01 0.0188
H -0.8122 -2.2668 0.7077 -0.05 0.01 -0.02 -0.0543
H 0.8934 -2.6946 0.5331 -0.03 0.04 -0.02 -0.0154
H -3.0346 -4.3355 -0.8506 0.00 0.02 -0.01 0.0219
H -2.9572 -3.8427 0.8374 -0.02 0.01 0.04 0.0193
H -2.9721 -5.5657 0.4204 -0.03 -0.02 -0.02 0.0341
H -0.3194 -5.0072 -2.3557 -0.03 0.01 0.01 0.0145
H -0.6310 -6.4959 -1.4823 0.01 -0.01 0.00 0.0372
H 0.9509 -5.7343 -1.3672 0.11 0.00 -0.01 0.0182
H -0.4595 -4.8461 2.5370 -0.02 0.03 0.01 0.0275
H 0.9758 -5.4651 1.7102 -0.05 0.03 -0.02 0.0239
H -0.5134 -6.4171 1.7395 0.01 -0.02 0.02 0.0355
C 0.7879 2.4899 -0.4809 0.00 0.01 -0.04 -0.0867
C 0.8900 2.1590 -1.9405 -0.01 0.03 -0.05 -0.2267
C 1.3737 3.1337 -2.7970 0.00 0.02 -0.01 -0.0676
C 1.4324 2.9355 -4.1661 0.00 0.02 -0.01 -0.0981
C 0.9331 1.7529 -4.6701 0.03 -0.01 0.02 -0.0723
C 0.4262 0.7450 -3.8505 -0.01 0.01 0.03 -0.2329
C -0.2486 -0.4019 -4.5607 -0.02 -0.07 0.06 -0.1056
C 0.4676 0.8979 -2.4420 -0.04 0.06 0.08 -0.3260
N 0.0865 -0.0390 -1.4611 0.01 -0.12 -0.09 -0.4389
H 1.3941 3.3632 -0.2374 0.01 0.00 0.01 0.1022
H 1.1388 1.6705 0.1445 -0.03 0.07 -0.03 0.0094
H -0.2350 2.7652 -0.1951 -0.05 0.03 -0.03 0.0484
H 1.7062 4.0727 -2.3689 0.00 0.01 0.00 0.1104
H 1.8155 3.7019 -4.8264 0.01 0.00 0.00 0.0960
H 0.9011 1.6007 -5.7430 0.00 0.00 0.00 0.1046
H -0.3581 -0.1521 -5.6157 -0.02 0.00 0.02 0.0777
H -1.2508 -0.5895 -4.1684 0.01 -0.03 0.05 0.0641
H 0.3083 -1.3434 -4.5358 0.03 -0.06 0.05 0.0375
```
Positions in Å, forces in eV/Å.

=====

Entry 4:
Here is a 2-piece molecular cluster, C4H11NO overall in a non-equilibrium geometry from the Open Molecules 2025 dataset. Energies are from ωB97M-V with the def2-TZVPD basis set.

Output
**2S+1**: 1
**SMILES**: C1CCNC1.O
**Orbital gap**: 9.6783 eV
**HOMO**: -0.320 hartree

Structure (XYZ):
```
17
Properties=species:S:1:pos:R:3:forces:R:3:nbo_charge:R:1
C -1.5322 0.0756 0.2454 0.98 0.70 -0.40 -0.4085
C -0.7019 0.2349 1.4974 0.57 -0.08 1.04 -0.4088
C 0.7338 -0.0787 1.0278 -0.32 1.30 0.24 -0.2128
N 0.7431 0.4384 -0.3400 -0.10 -0.95 0.37 -0.6835
C -0.5945 0.8519 -0.7398 -0.46 -1.06 -0.50 -0.2141
H -2.5168 0.5343 0.2665 -0.08 -0.06 0.18 0.2162
H -1.6107 -0.9792 -0.0259 -0.02 0.11 -0.22 0.2071
H -0.9270 -0.3925 2.3709 -0.35 0.17 -0.30 0.2107
H -0.7524 1.2881 1.7957 0.03 -0.13 0.17 0.1959
H 1.4847 0.4694 1.6235 -0.24 -0.53 0.05 0.1910
H 0.8876 -1.1548 1.0881 0.31 -0.17 -0.10 0.1703
H 1.5671 0.9166 -0.6452 -0.14 0.59 -0.01 0.3879
H -0.8098 0.4786 -1.7388 0.08 0.31 -0.32 0.2039
H -0.7508 1.9334 -0.7059 -0.10 0.00 0.13 0.1737
O 1.3877 -1.4510 -2.2478 0.03 0.43 0.58 -0.9653
H 1.4278 -0.9786 -1.3823 -0.66 0.18 -0.66 0.4820
H 1.9643 -2.1865 -2.0899 0.46 -0.81 -0.25 0.4542
```
Positions in Å, forces in eV/Å.

=====

Relative energy (zero: lowest compared OMol25 entry of this formula, charge and spin)? In order: 23.74, 9.08, 15.47, 21.50 kcal per mole.
Electronic energy? In order: -3883.4542, -518.4573, -4429.9968, -288.9828 Eh.